[1]
DFT (the ωB97M-V functional and the def2-TZVPD basis) results for one molecule with the formula C23H31N3O3 at a distorted geometry.

Properties
DFT total energy: -1284.9809 a.u.
max |F|: 1.14 eV/A
HOMO energy: -8.200 eV
HOMO-LUMO gap: 8.963 eV
structure (SMILES): Cc1ccc(OCc2cc(C(=O)N3CCN(C4CCCCC4)CC3)no2)cc1C
spin multiplicity: 1

Last column: natural (NBO) charge in e.
Atoms and positions in Å:
C -3.538 -2.170 -1.552  -0.631
C -3.347 -0.926 -0.739  -0.043
C -3.750 -0.885 0.590  -0.173
C -3.582 0.247 1.359  -0.265
C -3.002 1.383 0.804  0.301
O -2.883 2.461 1.647  -0.483
C -2.277 3.634 1.168  -0.116
C -0.845 3.422 0.797  0.297
C 0.112 2.592 1.306  -0.330
C 1.229 2.806 0.458  0.062
C 2.534 2.105 0.614  0.654
O 3.046 2.015 1.716  -0.610
N 3.068 1.554 -0.494  -0.411
C 2.425 1.468 -1.785  -0.256
C 1.660 0.125 -1.871  -0.228
N 2.252 -0.903 -1.027  -0.460
C 1.526 -1.127 0.228  -0.026
C 2.353 -1.838 1.299  -0.407
C 1.513 -2.072 2.552  -0.393
C 0.280 -2.912 2.239  -0.397
C -0.548 -2.231 1.157  -0.403
C 0.296 -1.989 -0.089  -0.396
C 3.689 -0.744 -0.991  -0.230
C 4.142 0.592 -0.351  -0.250
N 0.942 3.699 -0.455  -0.125
O -0.340 4.088 -0.254  -0.269
C -2.599 1.355 -0.524  -0.307
C -2.764 0.212 -1.296  0.017
C -2.322 0.218 -2.729  -0.637
H -4.145 -1.965 -2.433  0.216
H -4.031 -2.939 -0.964  0.217
H -2.579 -2.559 -1.894  0.217
H -4.205 -1.759 1.033  0.210
H -3.894 0.276 2.391  0.225
H -2.816 4.048 0.304  0.199
H -2.349 4.346 1.997  0.224
H 0.043 1.928 2.141  0.255
H 3.215 1.511 -2.541  0.196
H 1.763 2.318 -1.935  0.249
H 0.623 0.278 -1.570  0.205
H 1.664 -0.228 -2.910  0.194
H 1.176 -0.172 0.657  0.166
H 3.217 -1.235 1.577  0.212
H 2.702 -2.797 0.909  0.198
H 2.124 -2.571 3.308  0.209
H 1.203 -1.108 2.960  0.197
H -0.319 -3.047 3.141  0.206
H 0.592 -3.899 1.890  0.191
H -1.413 -2.846 0.900  0.207
H -0.924 -1.275 1.528  0.200
H 0.642 -2.940 -0.499  0.200
H -0.316 -1.502 -0.848  0.204
H 4.142 -1.585 -0.470  0.217
H 4.025 -0.784 -2.033  0.194
H 5.045 0.970 -0.843  0.197
H 4.345 0.488 0.716  0.239
H -2.157 2.223 -0.990  0.215
H -1.840 1.159 -2.985  0.217
H -1.624 -0.595 -2.924  0.219
H -3.179 0.080 -3.389  0.222

[2]
DFT (the ωB97M-V functional and the def2-TZVPD basis) results for one molecule with the formula C26H32N2O5.

Properties
DFT total energy: -1495.7423 a.u.
max |F|: 0.71 eV/A
HOMO energy: -8.725 eV
HOMO-LUMO gap: 9.042 eV
structure (SMILES): CCCN1Cc2cccc(C(=O)N[C@H](CC(=O)OCC)c3ccc(OC(C)C)cc3)c2C1=O
spin multiplicity: 1

Last column: natural (NBO) charge in e.
Atoms and positions in Å:
C 3.092 5.040 -2.408  -0.604
C 3.512 3.752 -1.715  -0.401
C 2.904 3.658 -0.312  -0.215
N 3.213 2.412 0.338  -0.395
C 4.503 2.129 0.908  -0.231
C 4.326 0.743 1.439  -0.006
C 5.253 -0.029 2.106  -0.196
C 4.879 -1.308 2.490  -0.188
C 3.617 -1.781 2.184  -0.163
C 2.664 -1.013 1.513  -0.100
C 1.388 -1.740 1.199  0.681
O 1.320 -2.951 1.363  -0.663
N 0.354 -1.000 0.775  -0.625
C -0.810 -1.626 0.197  -0.085
C -0.652 -1.679 -1.347  -0.496
C 0.621 -2.430 -1.660  0.811
O 1.717 -1.928 -1.680  -0.617
O 0.369 -3.717 -1.883  -0.511
C 1.481 -4.607 -2.009  -0.080
C 1.643 -5.417 -0.732  -0.642
C -2.073 -0.886 0.558  0.052
C -3.177 -1.581 1.031  -0.226
C -4.352 -0.921 1.341  -0.243
C -4.442 0.457 1.180  0.263
O -5.591 1.130 1.547  -0.526
C -6.590 1.311 0.546  0.113
C -7.162 -0.016 0.046  -0.642
C -6.094 2.161 -0.623  -0.643
C -3.332 1.159 0.723  -0.191
C -2.162 0.493 0.411  -0.256
C 3.033 0.287 1.149  -0.073
C 2.332 1.395 0.453  0.669
O 1.173 1.468 0.060  -0.657
H 3.420 5.907 -1.837  0.201
H 3.530 5.097 -3.401  0.215
H 2.010 5.084 -2.507  0.207
H 4.601 3.712 -1.647  0.192
H 3.178 2.891 -2.298  0.211
H 1.815 3.715 -0.383  0.234
H 3.264 4.484 0.311  0.192
H 5.294 2.172 0.151  0.213
H 4.748 2.851 1.698  0.211
H 6.240 0.352 2.318  0.215
H 5.577 -1.940 3.016  0.218
H 3.332 -2.787 2.453  0.247
H 0.516 -0.026 0.512  0.433
H -0.851 -2.652 0.581  0.241
H -1.508 -2.190 -1.785  0.233
H -0.574 -0.661 -1.728  0.230
H 2.380 -4.015 -2.210  0.206
H 1.261 -5.249 -2.867  0.181
H 1.735 -4.743 0.117  0.253
H 2.532 -6.037 -0.799  0.208
H 0.775 -6.053 -0.577  0.204
H -3.117 -2.652 1.164  0.214
H -5.200 -1.468 1.725  0.220
H -7.371 1.859 1.086  0.185
H -8.003 0.175 -0.614  0.214
H -6.405 -0.574 -0.502  0.213
H -7.505 -0.618 0.884  0.214
H -6.920 2.376 -1.295  0.214
H -5.687 3.101 -0.259  0.214
H -5.320 1.632 -1.176  0.213
H -3.390 2.232 0.625  0.212
H -1.312 1.058 0.059  0.227

[3]
DFT (the ωB97M-V functional and the def2-TZVPD basis) results for one molecule with the formula C2H5NS2 at a distorted geometry.

Properties
DFT total energy: -930.2544 a.u.
max |F|: 4.13 eV/A
HOMO energy: -8.810 eV
HOMO-LUMO gap: 9.384 eV
structure (SMILES): CN1S[C@@H]1S
spin multiplicity: 1

Last column: natural (NBO) charge in e.
Atoms and positions in Å:
C -1.453 -0.017 0.125  -0.421
N -0.082 -0.274 0.491  -0.502
S 0.672 -1.742 -0.150  0.246
C 0.928 -0.007 -0.439  -0.317
S 2.408 0.849 0.070  0.028
H -2.092 -0.538 0.838  0.213
H -1.628 1.057 0.203  0.210
H -1.694 -0.349 -0.891  0.186
H 0.620 0.507 -1.602  0.224
H 2.322 0.515 1.354  0.134